{"formula": "C42H92N8O49S7", "method": "wB97M-V/def2-TZVPD", "species": ["C", "N", "O", "O", "H", "H", "H", "C", "N", "O", "O", "H", "H", "H", "C", "N", "O", "O", "H", "H", "H", "C", "N", "O", "O", "H", "H", "H", "C", "N", "O", "O", "H", "H", "H", "C", "N", "O", "O", "H", "H", "H", "C", "N", "O", "O", "H", "H", "H", "C", "N", "O", "O", "H", "H", "H", "C", "C", "C", "O", "C", "H", "H", "H", "H", "H", "H", "H", "H", "C", "C", "C", "O", "C", "H", "H", "H", "H", "H", "H", "H", "H", "C", "C", "C", "O", "C", "H", "H", "H", "H", "H", "H", "H", "H", "C", "C", "C", "O", "C", "H", "H", "H", "H", "H", "H", "H", "H", "C", "C", "C", "O", "C", "H", "H", "H", "H", "H", "H", "H", "H", "C", "C", "O", "S", "O", "O", "O", "H", "H", "H", "H", "C", "C", "O", "S", "O", "O", "O", "H", "H", "H", "H", "C", "C", "O", "S", "O", "O", "O", "H", "H", "H", "H", "C", "C", "O", "S", "O", "O", "O", "H", "H", "H", "H", "C", "C", "O", "S", "O", "O", "O", "H", "H", "H", "H", "C", "C", "O", "S", "O", "O", "O", "H", "H", "H", "H", "C", "C", "O", "S", "O", "O", "O", "H", "H", "H", "H"], "coordinates": [[-1.005712, -0.024820, -6.693239], [-0.209952, 0.133770, -5.436899], [-0.762242, 0.024210, -4.369459], [0.877818, 0.640930, -5.609079], [-0.792242, 0.872370, -7.274259], [-2.046762, -0.031020, -6.370319], [-0.741262, -0.921110, -7.254339], [-2.394092, -1.911140, 3.898101], [-1.140422, -2.692340, 3.704661], [-1.156282, -3.889500, 3.284641], [-0.069822, -2.180010, 4.051991], [-2.427472, -1.762990, 4.977471], [-3.236622, -2.491120, 3.521441], [-2.324162, -0.891500, 3.519241], [5.389808, -4.594810, 3.423301], [6.341518, -5.511080, 2.732991], [6.200108, -6.760080, 2.850891], [7.208928, -5.021780, 1.970161], [4.830488, -5.224370, 4.115341], [4.773328, -4.003470, 2.746281], [6.036228, -3.933400, 4.000171], [-5.156142, 3.082160, 2.622731], [-4.938502, 1.655030, 3.004161], [-3.786542, 1.268840, 3.077411], [-5.962972, 0.969450, 3.006751], [-4.172272, 3.550840, 2.601391], [-5.815772, 3.572450, 3.338691], [-5.589842, 3.079880, 1.622731], [1.797178, 1.496730, -2.709539], [1.330258, 2.888960, -2.939039], [0.797438, 3.147930, -4.064509], [1.666778, 3.715970, -2.157159], [2.127858, 1.419940, -1.673749], [2.614388, 1.218320, -3.374949], [0.946608, 0.819070, -2.783059], [3.356648, -1.132300, 3.122991], [4.428638, -0.626670, 4.019901], [4.771148, 0.487280, 3.895461], [4.893148, -1.508030, 4.753181], [3.138818, -0.361430, 2.383801], [2.474098, -1.489900, 3.653391], [3.905088, -1.851130, 2.514221], [-3.208712, 2.092990, -2.806589], [-3.061582, 2.920740, -4.055889], [-3.601352, 2.594840, -5.083079], [-2.344402, 3.855840, -3.891339], [-3.495482, 2.628170, -1.901349], [-2.359582, 1.410530, -2.842869], [-4.006362, 1.443990, -3.168039], [0.459728, -5.896990, 1.401971], [1.716178, -5.358140, 2.048951], [1.986048, -5.677970, 3.203161], [2.397648, -4.612530, 1.359141], [-0.358042, -5.191820, 1.550571], [0.155328, -6.860300, 1.811201], [0.711578, -5.996270, 0.346121], [-1.271772, 8.074550, -0.531459], [-0.712862, 6.682000, -1.010299], [-0.761302, 6.820740, -2.508499], [-2.001032, 7.509070, -2.722699], [-2.167542, 8.492810, -1.683759], [-0.547812, 8.827060, -0.218869], [-1.783152, 7.940120, 0.421701], [-1.218132, 5.829640, -0.556119], [0.322788, 6.611090, -0.677889], [-0.680912, 5.941180, -3.147259], [0.104618, 7.403470, -2.822689], [-3.227872, 8.419090, -1.442199], [-1.982842, 9.528760, -1.968019], [-4.905892, -0.301460, 8.088371], [-5.150942, 0.509870, 6.885811], [-4.978862, -0.381970, 5.676401], [-4.607072, -1.604660, 6.258881], [-4.060552, -1.448860, 7.562191], [-5.782002, -0.764510, 8.542391], [-4.418912, 0.336230, 8.826131], [-4.596442, 1.439460, 6.757351], [-6.142752, 0.961690, 6.869541], [-4.203802, -0.099220, 4.964061], [-5.915122, -0.478050, 5.126601], [-2.989412, -1.246970, 7.564541], [-4.243902, -2.367750, 8.119081], [4.478128, -0.458360, -6.774989], [5.547698, -0.087920, -5.813999], [5.201348, -0.630370, -4.438709], [3.755588, -0.957010, -4.561029], [3.547378, -1.307250, -5.881459], [4.794828, -1.236800, -7.469129], [3.986318, 0.403980, -7.225079], [5.698048, 0.991360, -5.839449], [6.424828, -0.565160, -6.250999], [5.378718, -0.077040, -3.516509], [5.700128, -1.562260, -4.172439], [2.472778, -1.171100, -6.003089], [3.702858, -2.384400, -5.941979], [0.476978, 0.926310, 0.670401], [-0.976642, 1.158850, 0.288611], [-1.582742, -0.228150, 0.199871], [-0.521552, -1.058430, -0.171479], [0.754968, -0.440670, 0.136281], [0.658038, 0.920890, 1.745241], [1.092118, 1.707220, 0.223331], [-1.095352, 1.762680, -0.611059], [-1.484122, 1.779360, 1.027201], [-2.377332, -0.294230, -0.543339], [-2.117532, -0.554090, 1.091991], [1.256458, -0.366970, -0.828689], [1.232688, -1.235670, 0.708871], [2.134918, 5.809240, 3.470551], [1.451058, 5.905720, 2.077781], [2.176128, 4.884680, 1.240881], [3.121958, 4.228900, 2.078721], [2.715878, 4.375860, 3.447911], [1.416468, 5.842160, 4.289601], [2.951268, 6.519320, 3.602691], [1.283848, 6.917300, 1.707841], [0.412438, 5.626930, 2.255671], [2.769718, 5.295740, 0.424311], [1.547118, 4.057770, 0.911221], [3.499808, 4.102360, 4.154141], [2.036558, 3.544500, 3.636271], [-6.966252, -0.733530, -2.302399], [-7.487312, -1.257850, -0.963659], [-7.062072, -0.330500, -0.002439], [-5.625842, 0.363530, -0.357709], [-4.519392, -0.219470, 0.422741], [-5.714412, 1.816760, -0.441409], [-5.676182, -0.316010, -1.922339], [-7.583582, 0.118460, -2.587219], [-6.951642, -1.569800, -3.001349], [-7.239502, -2.281900, -0.684339], [-8.574092, -1.215180, -1.035769], [-5.343252, -3.723700, -5.804349], [-3.952682, -3.682520, -6.458989], [-3.356222, -2.433430, -6.151759], [-4.095832, -1.789030, -4.668679], [-4.892422, -0.622830, -5.060579], [-3.182472, -1.628880, -3.537599], [-5.051002, -3.117590, -4.523289], [-5.673902, -4.726080, -5.532329], [-6.114542, -3.204620, -6.373369], [-3.979992, -3.792540, -7.543079], [-3.343592, -4.490450, -6.053569], [0.946748, -2.757650, -3.283409], [1.004688, -3.674190, -2.059119], [-0.243792, -4.388740, -2.006919], [-0.911962, -4.549300, -3.576499], [-2.379172, -4.478330, -3.509809], [-0.303902, -5.563440, -4.357849], [-0.274782, -3.040940, -3.938689], [1.758708, -2.984470, -3.974339], [0.906478, -1.673340, -3.179739], [1.298418, -3.137410, -1.157069], [1.778198, -4.430930, -2.189899], [-4.328902, -3.460710, -0.596409], [-3.151402, -4.471650, -0.361029], [-3.481922, -5.167250, 0.719331], [-5.075862, -4.883000, 1.253571], [-5.017632, -4.050840, 2.438551], [-5.869112, -6.141950, 1.303051], [-5.498582, -3.989250, -0.053039], [-4.435012, -3.271530, -1.664609], [-4.174272, -2.527980, -0.053999], [-2.289712, -3.853880, -0.108149], [-2.863062, -5.147930, -1.165769], [7.625018, -1.240810, -0.816319], [6.947718, -2.570630, -0.389689], [5.814358, -2.205040, 0.443881], [5.184358, -0.701040, -0.103839], [5.326998, 0.215370, 1.092961], [3.914628, -0.901140, -0.793649], [6.473198, -0.474560, -1.174219], [8.173228, -1.487220, -1.725629], [8.255118, -0.701750, -0.108879], [7.651458, -3.230090, 0.118211], [6.672218, -3.095300, -1.304519], [-0.426422, -0.377890, 6.717551], [1.059658, -0.032190, 6.475201], [1.113548, 0.887430, 5.415981], [-0.277952, 1.707640, 5.218731], [-0.881312, 1.433370, 3.918261], [-0.258472, 3.052180, 5.705111], [-1.069642, 0.795640, 6.361151], [-0.717992, -0.610380, 7.741771], [-0.853072, -1.163000, 6.093301], [1.703388, -0.857850, 6.171901], [1.371478, 0.407250, 7.422701], [5.667298, 2.870900, -1.145909], [6.870168, 2.639660, -2.002619], [7.878828, 3.290940, -1.253889], [7.793458, 2.873420, 0.334211], [8.337788, 3.869790, 1.272431], [8.356628, 1.531370, 0.412441], [6.150268, 2.760510, 0.232681], [4.993268, 2.022920, -1.267269], [5.263348, 3.877250, -1.256279], [6.864888, 2.915330, -3.057169], [7.248168, 1.617930, -2.038399]], "forces_ev_per_a": [[-0.7460, 0.0321, 0.1671], [-0.1653, 1.8208, -1.1486], [-0.1125, -0.7181, 0.5226], [0.7476, -0.7462, 0.3064], [-0.0044, -0.2124, 0.0416], [0.0943, -0.1657, -0.2713], [0.1243, 0.0398, 0.3383], [0.0301, -0.2156, 0.3903], [2.1548, -2.4254, -0.6261], [-0.8429, 3.2021, 0.8258], [-1.4831, -0.0204, -0.4133], [-0.4265, -0.3812, 0.0344], [0.1518, 0.1502, 0.1022], [0.3398, -0.2653, -0.5504], [0.7221, -0.2874, 1.0904], [0.9761, -2.2783, -2.4933], [0.1652, 3.2626, 0.1901], [-1.7532, -0.5593, 1.7908], [-0.2105, 0.2144, -0.3437], [0.2152, -0.4868, -0.2197], [-0.1518, 0.1765, -0.0844], [0.5787, 0.4421, 0.1654], [-0.8041, -0.0043, -1.4941], [-0.7369, -0.1517, 0.4138], [1.2384, 0.1957, 0.5214], [-0.1851, 0.0051, 0.0718], [0.0176, -0.2600, -0.0668], [-0.0477, -0.1121, 0.1897], [-0.4839, -0.7201, 1.0814], [-0.1830, -0.2983, -4.4267], [0.8151, -0.8094, 2.9189], [0.0033, 1.2189, 1.4080], [0.1855, 0.3751, -0.1302], [-0.3760, 0.2157, -0.2810], [0.0891, 0.1275, -0.5749], [0.2865, 0.4280, -1.3864], [-1.2069, -3.1491, 0.0391], [1.0710, 2.2462, 0.5095], [0.1327, 1.0308, 0.0469], [-0.3341, 0.3166, 0.5207], [0.3931, -0.1777, -0.0075], [-0.5044, -0.6761, 0.3529], [-1.4987, -1.8547, -2.0510], [0.1809, -0.2590, 1.8134], [-0.2643, -0.3327, -0.4116], [1.0990, 1.9147, -0.5117], [0.6034, 0.1792, -0.3786], [0.3609, 0.4656, 0.6897], [-0.4073, -0.2253, 0.8112], [0.1737, -0.1726, -0.2978], [-0.0706, -0.2719, 0.8418], [-0.4078, 0.2939, -1.3063], [-0.2668, -0.1997, 0.2894], [0.3280, 0.1587, 0.0616], [0.4218, 0.1925, 0.2686], [-0.1683, 0.0967, 0.1184], [-0.1000, -1.1387, 0.8169], [1.2916, 0.8734, 0.9076], [-0.3111, 0.2480, -0.0473], [0.5264, 0.5079, -0.3828], [-0.6982, -0.6226, 0.0007], [0.5538, -0.1379, -0.7640], [-0.5768, -0.1746, -0.1529], [-0.4197, 0.1156, -0.3531], [0.1372, -0.1947, 0.0153], [-0.6507, -0.2697, 0.3717], [0.0440, 0.6160, -0.0424], [-0.0396, 0.1629, 0.2053], [0.2660, -0.0691, -0.5765], [0.9633, -0.2270, 1.5531], [-1.4724, 2.6201, -1.7239], [0.0528, -0.1682, 0.2988], [0.5023, -2.0922, -0.3148], [-0.7836, 0.2504, -0.1723], [-0.2553, 0.3973, -0.1708], [0.0779, -0.3499, 0.3359], [0.9056, -0.2464, 0.4957], [-0.4466, -0.3979, 0.1588], [0.0169, 0.4475, 0.1076], [0.1110, -0.4106, -0.0212], [0.2079, 0.1548, -0.2187], [0.1238, -0.0680, -0.1570], [-2.0018, -1.7989, 0.2104], [1.9529, 0.6740, -0.0713], [-1.6688, -1.2706, 0.2411], [1.7802, 1.3688, 1.8597], [-1.4947, -0.0822, -0.0142], [0.3190, 0.8258, -0.7364], [-0.0338, -0.3243, -0.1342], [0.1407, -0.0362, 0.2767], [0.5655, 0.3011, 0.6747], [-0.3541, 0.8225, -0.4253], [0.2644, -0.3962, -0.5769], [0.0007, 0.1899, -0.5992], [0.4910, -0.2791, -0.6084], [0.2933, 0.2883, 0.6893], [-0.8764, 0.8552, 0.8648], [-0.6650, 0.5401, -0.6143], [0.2262, -0.5899, -0.1067], [-0.5960, -1.4794, -1.6160], [-0.3233, 0.3288, 0.0893], [0.2613, -0.1531, 0.1134], [0.2838, -0.4183, -0.4554], [-0.0180, -0.1277, 0.3234], [0.2245, 0.0529, -0.4220], [0.4869, -0.0243, 0.6138], [0.3410, -0.1716, 0.0163], [0.6007, 0.6935, 0.5708], [-0.0041, -1.1433, 0.2036], [-1.1206, 0.2986, 1.5244], [0.7250, -0.8111, -0.0868], [1.1375, 0.0782, 0.7810], [-0.1967, -0.1386, -1.0912], [0.0218, 0.5597, -0.0078], [-0.1255, 0.0397, 0.0604], [0.9047, 0.0667, -0.2659], [-0.1103, -0.5381, -0.1484], [-0.3286, 0.0307, -0.2165], [-0.5225, 0.4243, -0.5910], [0.6314, 0.7342, -0.3641], [-1.0681, 0.3281, 0.1354], [-0.4169, -0.5468, 1.8956], [-1.5939, -0.4794, -1.0431], [1.3162, 1.5705, 1.1914], [0.3340, -1.2272, -0.8990], [-2.7895, 1.2133, -1.9535], [-0.1728, -2.4626, 0.2158], [2.0870, 1.3132, 1.1016], [0.1330, -0.0764, -0.4863], [0.3942, 0.4679, -0.3212], [0.5613, 0.1274, -0.1223], [-0.1060, 0.1074, 0.4955], [0.9991, 0.0005, 0.2596], [-0.2175, -0.7363, -0.1604], [-0.8738, 1.4323, 2.4537], [0.1361, 0.5644, -0.9968], [1.4053, -2.3218, 0.4874], [-1.8838, -1.0156, -2.5215], [0.3246, 1.5704, 0.6100], [0.1104, 0.0395, -0.2927], [0.0525, 0.2916, 0.2506], [-0.1263, 0.2133, 0.0153], [0.0525, 0.0152, 0.1205], [0.1955, -0.0168, -0.7911], [0.7556, -0.4446, -0.4595], [-1.3013, -0.6511, -1.2230], [-0.2211, 3.7386, 2.1876], [3.2331, -0.1254, 0.0548], [0.2232, -0.1207, 0.2370], [-2.2448, -2.1365, -0.9684], [0.1632, 0.0004, 0.0949], [0.1435, -0.1208, 0.7377], [-1.0123, -0.1037, 0.2904], [0.1119, 0.0285, -0.1783], [1.6982, 0.7965, -1.0116], [0.6354, 2.7892, -2.1378], [-3.3954, -2.2410, 4.2545], [-0.5777, -2.0654, 0.5553], [0.0544, -0.9867, -1.7096], [2.3551, 3.5460, -0.4650], [-0.6477, -2.1530, 1.2873], [-0.3060, 0.0112, 0.1158], [0.5594, 0.0771, -0.2627], [0.2868, 0.0812, -0.2940], [-0.5065, 0.2256, -0.3285], [-0.7266, -1.4670, 0.2070], [0.9172, 0.6949, 0.2086], [-0.4336, 1.4401, -1.3440], [2.4186, -0.2953, 3.2187], [-0.9575, -2.8889, -4.3775], [2.4109, 0.7135, 0.8524], [-2.4048, 0.8995, 0.5003], [-0.0033, 0.4915, -0.1099], [-0.2909, -0.1963, 0.1689], [-0.4368, 0.1549, 0.6364], [-0.6417, 0.0715, 0.0692], [0.1987, -1.0328, -0.7759], [-0.4037, -1.1693, 1.2800], [-0.8534, 1.6043, -1.1448], [-1.8927, -1.6595, 0.0451], [1.5727, 0.3587, 1.9912], [0.5426, -0.9475, -0.3754], [-0.6003, 2.7099, -1.0699], [0.5471, 0.1777, 0.1341], [0.6188, -0.2621, -0.0703], [-0.2014, -0.0699, 0.2695], [0.6053, 0.2673, -0.2414], [0.0976, -0.7295, 0.7135], [1.2671, -1.0857, 0.2199], [1.8586, 1.8375, 1.0842], [0.2921, -0.7171, -0.3837], [-1.9995, -1.8889, -2.7885], [-0.8987, 1.6886, 0.1562], [1.3898, 0.5153, 0.5293], [-0.5752, 0.5265, 0.0207], [-0.3271, -0.2970, -0.1234], [-0.1866, 0.9400, 0.3393], [-0.8599, -0.4833, 0.1496]], "lumo_energy_ev": -0.23, "multiplicity": 1, "e_homo_ev": -9.101, "total_energy_ha": -8566.40463}